The following is a quantum chemistry calculation of a 10-piece molecular cluster, C3H24O10S2 overall at a distorted geometry, from the OMol25 dataset.

Energy relative to the best compared isomer or geometry (same formula, charge and spin) ... 0.0 kJ/mol

Geometry as XYZ:
```
39
Properties=species:S:1:pos:R:3:mulliken_charge:R:1
O -0.092 2.928 -2.823 -0.71
H 1.754 1.457 2.721 0.30
O 2.727 -2.607 -1.573 -0.60
H 3.539 -2.775 -1.078 0.31
C 0.249 -1.618 0.042 0.42
H -0.999 3.015 -3.143 0.32
C -1.026 -2.440 -0.224 -0.21
H -2.344 2.157 1.575 0.29
O -3.890 -1.386 1.170 -0.64
H 1.331 1.434 -2.460 0.28
H -1.811 -4.530 -0.160 0.41
O 2.127 0.999 -2.090 -0.53
H 0.771 0.831 0.382 0.14
O 0.501 -1.297 1.173 -0.56
C -0.889 -3.959 -0.185 -0.88
H -4.046 -0.860 1.965 0.32
H -3.052 -1.281 0.734 0.40
H 1.836 2.509 1.813 0.37
H -0.337 3.287 0.408 0.39
H 3.041 -1.913 -2.184 0.29
H -3.143 1.703 0.341 0.32
H -0.297 -4.305 -1.068 0.34
O 0.260 1.483 -0.105 -0.15
S 0.238 -4.557 1.140 -0.10
O -0.865 4.062 0.187 -0.66
H -1.415 -2.200 -1.224 0.66
H -0.258 -2.685 2.706 0.18
O 1.416 2.371 2.692 -0.66
H 2.545 0.903 -2.971 0.26
H 2.408 2.810 -0.097 0.32
H -0.256 3.130 -1.884 0.30
H -0.669 4.853 0.719 0.31
H -0.630 1.130 0.083 0.20
H -1.779 -2.157 0.497 -0.38
H 0.778 -1.397 -0.901 0.19
S -0.726 -3.932 2.883 -0.20
H 2.784 1.421 -0.442 0.31
O 2.809 2.041 0.321 -0.72
O -2.589 1.380 1.063 -0.64
```

***

The following is a quantum chemistry calculation of a 10-piece molecular cluster, C3H25O11 overall at a distorted geometry, from the OMol25 dataset.

Net charge ... -1
Energy relative to the best compared isomer or geometry (same formula, charge and spin) ... 22.3 kJ/mol

Geometry as XYZ:
```
39
Properties=species:S:1:pos:R:3:mulliken_charge:R:1
H -3.543 -1.205 0.052 0.28
C -0.745 1.807 -0.188 0.34
H 1.526 -0.111 3.233 0.33
H -2.242 -0.955 -0.926 0.38
H -1.559 1.932 -2.090 0.38
H 2.863 -0.190 -1.879 0.33
H -0.139 0.198 -2.067 0.44
H 0.308 -3.430 -0.093 0.29
O 2.911 -1.795 0.914 -0.67
O 0.284 -2.510 0.205 -0.90
O -2.940 -0.550 -0.304 -0.73
O 0.086 2.029 2.104 -0.71
H -0.987 0.743 -0.128 -0.33
H -0.115 -2.054 -0.618 0.52
H -0.795 1.560 2.185 0.63
O 0.211 1.079 -2.308 -0.58
O -1.028 -1.928 2.469 -0.80
H 0.657 3.260 0.518 0.27
O -2.003 0.527 2.238 -0.76
H -0.105 3.058 -1.931 0.33
C 0.380 2.209 0.723 -0.42
H -0.623 -2.195 1.609 0.49
H 1.751 -0.154 -3.474 0.37
C -0.568 2.121 -1.656 -0.78
O 0.719 -0.028 3.768 -0.80
H 1.881 1.113 -1.831 0.42
H 1.341 1.708 0.570 0.16
H -2.349 0.227 1.373 0.34
H -1.692 -0.307 2.652 0.45
H -1.660 2.335 0.109 0.37
O 1.488 -1.082 -3.432 -0.73
H 3.182 -0.938 0.564 0.31
H 0.774 -1.334 -2.830 0.35
H 2.131 -2.062 0.403 0.39
H 0.304 0.765 3.385 0.42
H -0.300 -1.476 2.944 0.41
O 2.784 0.753 -2.013 -0.79
O -0.922 -1.319 -1.739 -1.08
H -1.265 -1.800 -2.509 0.09
```

***

The following is a quantum chemistry calculation of C3H26O14STl as an isolated structure at a distorted geometry, from the OMol25 dataset.

Net charge ... +1

Geometry as XYZ:
```
45
Properties=species:S:1:pos:R:3:mulliken_charge:R:1
S 2.460 -0.970 1.060 1.13
O -1.356 -1.736 1.952 -0.72
C -3.411 -1.609 -3.215 -0.42
H 1.193 -2.326 -3.866 0.31
H 3.303 7.085 0.980 0.12
H 0.486 4.238 -1.274 0.30
O 0.856 -3.031 -3.312 -0.61
O -0.231 3.972 -1.935 -0.63
H 5.740 -0.984 3.327 0.25
O -2.010 2.959 -3.358 -0.23
O 1.360 -1.668 1.726 -0.72
H 2.212 1.623 5.278 0.28
O -1.603 0.625 0.787 -0.47
H 6.433 -2.530 2.579 0.25
O -4.241 -1.655 0.961 -0.60
H -1.656 1.948 3.521 0.13
H -0.839 0.675 0.216 0.19
H 4.248 5.342 4.615 0.16
H 1.999 0.439 4.341 0.29
H -1.499 -2.162 1.076 0.32
O 2.084 0.439 0.707 -0.61
H -3.501 -1.680 -4.285 0.29
H -1.837 -0.280 1.018 0.31
H -0.743 3.065 0.083 0.27
O 4.160 -2.183 2.361 -0.19
H -3.502 2.342 -4.946 0.34
O 3.545 -0.796 2.269 -0.17
H -2.335 -1.550 -2.973 0.10
H -5.029 -2.113 1.376 0.30
H 0.192 -3.427 -3.834 0.30
H -4.494 -0.687 1.044 0.32
Tl 1.107 -4.075 2.139 0.83
O -3.819 -2.876 -2.478 -0.52
C 5.612 -1.621 2.384 -0.55
H 5.855 -1.272 1.415 0.29
O 3.021 -1.771 -0.082 -0.65
O -3.866 1.474 -5.452 -0.66
C -1.045 2.298 -2.911 0.42
H -0.557 1.559 -2.299 0.44
H -0.486 -1.435 1.830 0.46
H -4.010 -0.824 -2.722 0.24
H 3.260 5.385 2.333 0.02
H -5.060 1.260 -5.030 0.35
O 2.658 1.080 4.617 -0.59
H -4.654 -2.550 -2.023 0.31
```

***

The following is a quantum chemistry calculation of C3H28NO11 as an isolated structure at a distorted geometry, from the OMol25 dataset.

Net charge ... -1
Energy relative to the best compared isomer or geometry (same formula, charge and spin) ... 53.2 kJ/mol

Geometry as XYZ:
```
43
Properties=species:S:1:pos:R:3:mulliken_charge:R:1
O -3.996 -1.232 0.504 -0.76
O 0.401 0.901 -0.148 -0.25
H -3.729 -0.601 -0.189 0.39
N -0.404 -1.966 1.032 -0.60
H 2.347 -0.751 2.683 0.51
H 2.313 -2.424 0.301 0.25
H -3.136 -1.653 0.655 0.32
H 0.861 -2.911 2.288 0.45
H -1.843 -0.958 2.408 0.32
H 2.856 2.165 -2.192 0.29
O 2.088 2.342 1.778 -0.73
O -2.973 1.928 -0.317 -0.68
H 0.053 -2.640 0.447 0.31
H 1.147 0.011 1.563 -0.39
H 1.295 0.236 -0.281 -0.01
C 1.660 -0.891 1.842 0.13
H 2.902 -1.872 -1.904 0.33
H -2.073 1.978 0.016 0.37
H 1.238 2.164 1.355 0.26
H 0.583 -2.016 -2.503 0.35
O -0.499 3.280 0.819 -0.71
H 0.141 1.305 -0.979 0.12
C 0.530 -1.870 2.211 -1.18
O 2.065 2.644 -1.936 -0.64
O -2.311 -0.125 2.536 -0.70
H -0.449 3.521 1.735 0.31
H -3.119 2.638 -0.950 0.29
H 0.259 -0.795 -1.712 0.34
H 3.547 -1.321 1.031 0.18
H -2.501 0.741 -2.192 0.28
O 2.248 -0.610 -0.520 -0.67
H 2.537 1.493 1.730 0.35
H -0.486 -1.048 0.603 0.29
O -0.157 -1.402 -2.339 -0.65
O 2.488 -2.532 -2.495 -0.72
H -2.946 -0.083 1.804 0.40
O -2.903 0.044 -2.737 -0.67
C 2.530 -1.386 0.614 -0.21
H -2.073 -0.443 -2.893 0.38
H 2.152 2.795 -0.982 0.34
H 0.071 -1.542 3.141 0.41
H -0.203 2.370 0.631 0.25
H 2.273 -3.269 -1.917 0.33
```

***

The following is a quantum chemistry calculation of a 12-piece molecular cluster, C3H28O13 overall at a distorted geometry, from the OMol25 dataset.

Energy relative to the best compared isomer or geometry (same formula, charge and spin) ... 114.3 kJ/mol

Geometry as XYZ:
```
44
Properties=species:S:1:pos:R:3:mulliken_charge:R:1
O -3.331 1.313 -3.403 -0.60
H 2.938 2.050 2.139 0.38
H 1.604 0.988 -2.701 0.43
H 0.153 3.106 -0.021 0.28
H 0.180 -3.279 2.576 0.30
H -4.016 2.310 -1.295 0.32
H 3.429 0.578 1.545 0.29
H 0.074 0.379 1.666 0.08
H 2.725 2.769 -0.286 0.31
O -2.056 -0.608 4.048 -0.62
O 2.513 -2.191 0.680 -0.61
H -1.603 0.440 -0.999 -0.21
H 3.407 0.478 -2.111 0.33
H -2.509 -1.360 3.577 0.31
H 2.592 -1.448 0.042 0.33
O 1.891 0.278 -0.540 -0.60
O -4.553 1.564 -0.880 -0.60
O 3.805 1.416 1.948 -0.77
H -3.661 -3.745 -0.479 0.32
O -0.221 3.216 -0.950 -0.58
O 3.338 0.882 -2.906 -0.61
H -4.514 -2.818 0.404 0.32
H -0.742 1.648 1.116 0.25
H 3.713 2.851 0.840 0.47
C 0.757 0.341 -0.948 0.60
H 1.576 -4.998 -0.175 0.32
C -0.690 0.060 -0.437 0.32
H -0.177 4.225 -0.987 0.30
H -0.923 -1.003 -0.554 0.42
O -0.225 -2.363 2.665 -0.62
H 2.920 -2.095 1.488 0.25
O 0.700 0.647 -2.291 -0.58
H -3.256 1.092 -4.301 0.28
O -4.027 -3.635 0.455 -0.63
H -2.372 1.536 -3.162 0.32
C -0.801 0.599 0.984 -1.11
H 3.830 0.300 -3.506 0.31
H 0.307 -1.831 2.021 0.32
H 1.313 -3.594 0.103 0.31
H -5.376 1.462 -1.264 0.27
O 0.877 -4.384 0.141 -0.59
O 3.164 3.456 0.195 -0.72
H -1.626 0.102 1.488 0.42
H -1.124 -0.732 4.075 0.30
```

***

The following is a quantum chemistry calculation of C3H2AlLiO3 as an isolated structure at a distorted geometry, from the OMol25 dataset.

Net charge ... +2
Energy relative to the best compared isomer or geometry (same formula, charge and spin) ... 0.0 kJ/mol

Geometry as XYZ:
```
10
Properties=species:S:1:pos:R:3:mulliken_charge:R:1
Al -1.597 -1.650 1.599 0.40
O -1.516 -1.414 -0.036 -0.10
H -0.155 0.425 -2.332 0.41
C 0.855 0.944 0.547 0.87
H 0.719 -1.177 -2.087 0.36
C -0.078 -0.510 -1.798 -0.71
C -0.791 -0.733 -0.720 0.63
O 0.537 0.346 1.674 -0.63
O 1.379 1.890 0.157 -0.16
Li 0.647 1.878 2.997 0.94
```

***

In the order shown, the computed LUMO values come out to 0.000 0.112 -0.299 0.110 -0.005 -0.380 Ha.
In the order shown, the computed frontier orbital gap values come out to 8.90 9.93 2.08 8.84 10.67 6.40 eV.